Record 1
The following is a quantum chemistry calculation of a structure of composition C26H44Cl2O2P2Y in a non-equilibrium geometry, from OMol25.

Geometry as XYZ:
```
77
Properties=species:S:1:pos:R:3:lowdin_charge:R:1
Y -0.95 1.41 0.95 1.657
Cl -3.67 -0.68 3.90 0.680
Cl -1.69 -2.92 3.57 0.698
P -0.96 -0.78 -2.94 0.835
P -1.02 2.15 -2.51 0.770
O -1.86 -0.33 1.63 -0.255
O -2.88 -2.01 0.54 0.060
C 2.91 -3.33 1.00 -0.175
C 0.69 2.31 -3.23 -0.290
C -1.21 0.17 -4.52 -0.451
C 1.67 -3.96 1.55 -0.096
C -2.58 -1.43 1.58 -0.695
C -1.74 2.20 4.56 -0.036
C -1.77 1.52 -4.15 -0.443
C -0.33 3.16 2.64 -0.310
C 0.47 -3.75 0.98 -0.121
C 0.30 -3.24 -0.43 -0.166
C -2.57 -1.64 -2.74 -0.245
C -0.85 4.56 2.78 -0.033
C -0.71 2.08 3.49 -0.279
C -3.06 -2.01 2.90 -0.945
C 2.38 0.63 1.84 -0.030
C 1.58 3.57 0.95 -0.050
C 0.82 2.73 1.87 -0.384
C 3.23 -3.73 -0.49 -0.166
C 2.18 -1.70 -1.49 -0.142
C 0.05 -1.91 -3.98 -0.281
C -1.56 3.83 -3.08 -0.327
C 1.14 1.37 2.24 -0.291
C 0.21 1.01 3.31 -0.262
C 3.16 -2.61 -1.51 -0.089
C 0.94 -1.81 -0.63 -0.240
C 0.27 -0.15 4.19 -0.041
H 3.29 0.99 2.36 0.104
H 2.45 4.01 1.49 0.111
H 1.33 1.45 -2.97 0.021
H 0.37 -2.82 -3.46 0.036
H -2.42 1.33 4.50 0.005
H -2.51 -2.65 -3.15 0.056
H -3.37 -1.07 -3.25 0.045
H -2.36 3.09 4.42 0.083
H -1.53 2.22 -4.96 0.079
H 2.54 -4.51 -0.83 0.108
H 1.01 -1.33 0.38 0.088
H 4.27 -4.12 -0.50 0.112
H 0.11 -1.22 -1.10 -0.019
H -0.45 -4.03 1.48 0.050
H -0.51 -2.18 -4.90 0.058
H 1.95 2.97 0.11 0.079
H -0.16 5.32 2.38 0.086
H 1.84 -4.66 2.36 0.100
H -1.01 4.84 3.83 0.097
H -2.87 1.49 -4.06 0.087
H 0.90 -0.02 5.09 0.111
H -1.85 -0.42 -5.19 0.095
H 2.31 -0.45 2.09 0.067
H 0.99 4.42 0.56 0.087
H 4.01 -2.47 -2.18 0.103
H 2.62 0.64 0.77 0.080
H -1.08 4.63 -2.50 0.033
H 0.65 -1.04 3.68 0.069
H 1.14 3.22 -2.82 0.039
H -0.74 -0.37 4.56 0.053
H -3.86 -2.74 2.75 0.076
H 2.29 -0.73 -1.99 0.089
H 0.65 2.41 -4.32 0.057
H -1.84 4.66 2.30 0.087
H 2.85 -2.23 1.02 0.077
H -1.31 3.97 -4.14 0.046
H 3.78 -3.60 1.62 0.111
H -0.78 -3.15 -0.63 0.093
H -2.81 -1.70 -1.67 0.001
H 0.97 -1.39 -4.30 0.048
H 0.74 -3.92 -1.16 0.106
H -2.66 3.88 -2.98 0.044
H -0.22 0.29 -5.00 0.075
H -1.32 2.25 5.59 0.112
```

The total charge is +1. The value obtained for the HOMO energy is -0.3958 Ha. Its LUMO energy is -3.89 eV.

---

Record 2
The following is a quantum chemistry calculation of a cluster of 3 separate species, C26H44ClF5N2O6 in total in a non-equilibrium geometry, from OMol25.

Geometry as XYZ:
```
84
Properties=species:S:1:pos:R:3:lowdin_spin:R:1
Cl -1.85 -1.89 4.62 0.000
F -0.13 -2.53 -1.50 0.000
F -2.61 -3.79 -2.59 0.000
F -1.64 -4.37 -0.73 0.000
F -1.54 -1.37 -0.36 0.000
F -1.68 -1.43 -2.51 0.000
O -4.93 0.13 -0.01 0.000
O 0.31 0.75 5.14 0.517
O 3.20 -1.57 -6.21 0.522
O -3.15 1.39 0.45 0.000
O -4.02 0.04 2.04 0.000
O -3.55 -2.60 2.79 0.000
N 0.65 1.64 6.00 0.383
N 2.02 -1.33 -6.66 0.379
C -2.89 -1.71 3.22 0.000
C -0.38 -1.91 -6.20 0.004
C 2.00 -0.13 -7.57 0.026
C -3.95 0.57 0.78 0.000
C 0.99 -0.38 7.38 -0.001
C 1.21 1.84 8.44 0.004
C 0.96 -1.43 -5.60 0.026
C 1.46 1.06 7.13 0.026
C -4.51 -2.01 -1.12 0.000
C 2.58 2.66 4.88 0.016
C 2.03 1.13 -6.70 0.016
C 0.82 -0.09 -4.85 0.017
C 1.11 4.11 6.28 0.002
C -5.27 -1.27 -0.02 0.000
C 1.15 2.89 5.35 0.026
C 3.23 -0.20 -8.47 -0.001
C 0.86 1.17 -5.71 0.001
C 1.38 -2.50 -4.59 -0.002
C 0.24 3.21 4.17 -0.001
C 2.95 1.01 6.74 0.017
C -3.63 -3.15 -0.57 0.000
C -2.77 -0.32 2.62 0.000
C 3.50 2.23 6.02 0.001
C -2.34 -3.39 -1.33 0.000
C -1.40 -2.16 -1.43 0.000
C 0.78 -0.10 -8.49 0.002
H 1.61 -3.44 -5.08 0.000
H 2.58 1.88 4.10 0.002
H 2.01 2.00 -7.36 0.002
H -0.80 3.30 4.50 0.000
H -5.09 -1.71 0.96 0.000
H -0.08 1.32 -6.24 0.000
H 0.55 4.17 3.73 0.000
H -5.23 -2.45 -1.81 0.000
H -2.44 0.41 3.36 0.000
H 2.25 -2.20 -4.01 0.000
H -6.35 -1.30 -0.19 0.000
H 1.24 -1.04 6.55 0.000
H 3.67 3.06 6.71 0.000
H 4.15 -0.12 -7.90 -0.001
H -3.92 -1.28 -1.68 0.000
H 0.29 2.45 3.40 -0.001
H -0.10 -0.12 -4.28 0.002
H -4.17 -4.10 -0.66 0.000
H 0.89 0.74 -9.17 0.000
H 3.19 0.63 -9.18 0.000
H -0.53 -2.97 -6.00 0.000
H 2.14 1.98 9.00 0.000
H 2.97 1.16 -6.15 0.002
H -3.39 -3.03 0.49 0.000
H 2.95 3.57 4.40 0.002
H 0.72 -1.01 -9.09 0.001
H 1.49 -0.74 8.28 0.000
H -0.09 -0.41 7.54 0.000
H 0.55 -2.66 -3.90 0.000
H 1.64 -0.03 -4.13 0.002
H 3.25 -1.14 -9.02 0.000
H -1.23 -1.37 -5.78 0.000
H 3.53 0.82 7.65 0.002
H 0.76 2.81 8.29 0.001
H 1.40 4.99 5.71 0.000
H -0.43 -1.81 -7.28 0.001
H 4.49 1.98 5.61 0.001
H 0.98 2.03 -5.06 0.001
H 0.52 1.28 9.08 0.000
H 3.10 0.14 6.10 0.002
H 1.79 4.04 7.12 0.000
H 0.10 4.27 6.67 0.001
H -1.99 -0.38 1.86 0.000
H -0.16 0.03 -7.97 0.000
```

The value obtained for the HOMO energy (spin up / spin down) is -0.2944 / -0.3364 Ha. Its LUMO energy (spin up / spin down) is 0.54 / 0.35 eV. Its spin multiplicity is 3.